1.
Here is C46H53I3InN2O4P2 as an isolated structure from the Open Molecules 2025 dataset. Energies are from ωB97M-V/def2-TZVPD.

XYZ file:
```
111
Properties=species:S:1:pos:R:3:forces:R:3
O -3.133 -1.738 2.855 -0.09 0.06 -0.39
H 1.012 -4.111 1.624 0.02 -0.02 0.03
C 0.548 -4.992 -1.851 0.01 0.04 0.05
H -4.130 0.485 1.677 -0.08 0.01 -0.03
H -1.455 -2.687 4.858 -0.03 0.00 0.02
H 0.219 -3.653 -0.190 -0.02 0.04 0.13
H 5.033 -1.628 1.931 -0.08 0.05 -0.03
C 2.314 -1.440 0.094 0.25 -0.07 0.16
C -4.859 -0.137 2.200 0.26 -0.03 0.07
H 1.256 -4.680 3.283 0.01 0.00 -0.03
H -3.366 -0.631 -3.769 0.03 -0.03 0.03
C -1.676 5.244 -3.740 -0.03 0.03 -0.01
H 2.362 6.258 2.165 0.01 -0.02 -0.02
C 2.257 0.602 -2.648 -0.01 0.01 0.01
H -3.789 -3.062 -3.878 0.01 0.02 0.02
H 1.188 0.588 -2.811 0.02 -0.03 0.02
I 2.080 -0.047 5.879 -0.05 0.08 0.00
H 3.061 -0.058 2.908 -0.04 0.01 0.01
H -5.829 -0.024 1.715 0.00 -0.02 0.02
H 4.621 1.999 -0.664 0.01 -0.05 0.00
H 1.662 -3.008 2.852 -0.04 -0.04 -0.02
H 4.307 5.321 3.372 -0.01 -0.01 0.00
H -1.826 0.743 -4.641 0.02 0.03 0.01
C 4.171 1.381 -1.428 -0.06 0.02 0.04
In 0.133 0.337 0.834 0.26 -0.11 -0.65
C -1.507 0.704 -2.487 -0.07 -0.12 -0.22
H -3.618 4.022 -1.289 0.04 0.01 -0.03
H -1.608 -4.530 1.627 0.02 -0.04 -0.05
H 1.234 4.936 0.428 0.00 0.03 -0.01
H -2.427 -4.284 3.177 -0.03 0.00 -0.03
C 2.788 1.339 -1.589 0.08 0.06 0.02
H -2.430 1.154 -2.116 0.03 0.02 0.08
H 2.872 5.310 -4.024 -0.03 -0.02 0.01
C -0.493 -3.101 4.557 -0.04 0.18 -0.21
C -1.509 3.808 -1.389 0.14 -0.27 0.41
H 1.006 -5.776 -1.245 -0.01 0.03 -0.04
H -3.789 5.210 -3.454 0.03 0.00 0.03
C -2.721 4.213 -1.865 -0.12 0.00 0.00
C 0.740 5.277 -3.955 0.03 0.04 -0.05
H -6.388 -2.375 2.604 0.03 0.00 0.00
P 1.573 2.237 -0.554 0.12 0.15 -0.09
H 0.631 2.182 6.003 -0.01 0.06 -0.03
H 1.605 -2.435 -1.669 -0.04 -0.04 -0.01
O -1.802 -0.239 1.233 0.32 -0.07 0.07
H -2.356 -4.597 -2.580 0.03 0.03 -0.01
C 2.706 5.256 1.945 0.02 0.02 0.04
C 4.458 -0.096 -3.309 0.02 0.01 0.01
H -0.376 0.837 5.310 -0.07 -0.06 -0.03
O -1.290 -0.214 3.705 -0.02 0.05 0.23
H 5.058 3.015 2.894 -0.05 -0.02 0.01
C -0.358 -4.107 -0.989 0.10 0.03 -0.22
H -4.935 0.208 3.233 -0.03 -0.01 -0.04
C 1.344 -1.714 -0.899 -0.16 0.01 -0.20
P -1.756 -1.034 2.571 -0.09 -0.37 0.44
H -3.612 -1.550 0.153 0.01 0.03 -0.05
C -4.329 -2.127 0.737 0.23 0.02 0.18
C 2.065 4.506 0.972 0.03 -0.04 -0.05
H -0.707 1.007 -1.813 0.00 0.08 0.07
C 2.114 4.072 -2.433 -0.13 -0.05 0.07
H 3.112 3.772 -2.146 0.05 -0.05 -0.01
C 3.066 -0.615 1.985 0.19 -0.12 -0.07
C -1.111 -3.061 -1.782 0.05 0.08 0.17
C -2.159 -3.531 -2.565 -0.05 0.01 -0.02
H 1.350 -4.419 -2.324 -0.04 -0.04 -0.01
C -4.427 -1.598 2.165 -0.22 -0.04 -0.09
H 4.109 -2.632 -0.407 -0.07 0.04 0.07
C 3.793 4.726 2.628 -0.02 0.02 -0.01
C -0.862 -1.671 -1.734 -0.13 -0.13 -0.19
C 0.958 -3.825 2.675 0.01 0.10 -0.05
C 3.557 2.667 1.409 -0.04 0.00 -0.01
N 0.177 -1.145 -0.905 0.14 0.03 0.28
H -1.713 5.838 -4.646 0.00 -0.04 0.03
N 2.006 -0.617 1.159 -0.28 -0.02 -0.11
C 3.598 -1.958 0.267 -0.08 0.03 -0.12
H -5.307 -2.057 0.258 0.02 -0.02 0.02
C -2.971 -2.674 -3.284 0.01 -0.02 0.02
H 5.106 -0.659 -3.970 -0.02 0.03 0.02
H -0.024 -5.470 -2.647 0.03 0.01 0.00
H 2.651 -0.654 -4.333 0.03 -0.01 0.04
C -0.284 4.025 -2.084 -0.01 0.10 -0.16
O -0.710 -2.201 2.236 -0.35 -0.16 0.05
C 1.032 3.563 -1.747 -0.04 -0.05 0.11
C 3.084 -0.103 -3.506 -0.08 -0.01 -0.03
C -2.729 -1.315 -3.218 -0.05 0.00 -0.06
H 0.292 -2.397 4.834 -0.06 -0.01 0.00
H -1.474 2.321 -3.946 0.05 -0.02 0.01
H -5.353 -2.142 4.030 -0.06 -0.01 -0.03
H -4.016 -3.173 0.741 -0.02 0.04 -0.01
C -0.451 -3.400 3.059 0.22 -0.14 0.20
H -1.102 -5.453 3.055 -0.01 0.04 0.00
H 3.855 1.639 1.257 0.06 0.02 -0.04
H -0.338 -4.034 5.102 0.01 0.01 -0.04
H 0.602 5.900 -4.832 0.01 -0.02 0.04
C 0.580 1.340 5.326 0.06 -0.18 -0.17
I 0.849 2.147 3.367 -0.05 0.18 0.29
C -5.371 -2.461 2.987 0.15 0.01 0.07
H 6.071 0.688 -2.130 -0.05 0.01 -0.01
C -0.407 4.840 -3.259 -0.02 -0.08 0.12
C -2.818 4.911 -3.081 -0.03 0.04 -0.11
H -5.063 -3.507 2.939 -0.04 0.02 0.01
C -1.684 -0.798 -2.464 0.12 0.09 0.08
C -1.226 1.260 -3.893 -0.07 0.02 0.07
H -1.096 -4.750 -0.512 -0.05 -0.02 0.07
C -1.466 -4.485 2.705 -0.01 0.26 0.00
C 4.998 0.654 -2.275 0.02 -0.01 -0.01
C 2.492 3.207 0.685 0.00 0.03 -0.06
C 4.215 3.433 2.358 0.06 -0.01 0.00
H -0.177 1.148 -4.176 -0.05 -0.04 -0.05
C 1.986 4.945 -3.522 0.04 0.04 -0.04
C 4.078 -1.426 1.466 -0.01 0.02 0.15
I -1.623 3.025 0.573 -0.04 0.25 -0.15
```
Forces are in eV/Å.

The value obtained for the frontier orbital gap is 7.53 eV. As for the relative energy (zero: lowest compared OMol25 entry of this formula, charge and spin): 8.01 kcal/mol. The total energy is -3961.07793 Ha. The value obtained for the largest force on an atom is 0.7 eV Å⁻¹. The HOMO energy is -10.34 eV. The LUMO energy is -2.810 eV. Its charge is +1. The spin multiplicity is 1.

---

2.
Here is a 2-piece molecular cluster, C4H8O3 overall in a non-equilibrium geometry from the Open Molecules 2025 dataset. Energies are from ωB97M-V/def2-TZVPD.

XYZ file:
```
15
Properties=species:S:1:pos:R:3:forces:R:3
C 1.903 -0.078 0.130 -0.58 1.97 -2.97
H 2.607 1.349 -1.640 -1.04 0.40 -0.19
H -5.867 -1.708 -1.779 0.32 -1.80 1.91
H -5.336 -1.299 -0.536 1.13 2.13 1.96
H 2.387 -0.438 1.011 0.18 0.62 1.01
H 0.117 1.049 -0.780 0.74 0.22 1.16
O 4.134 0.664 -0.650 -2.02 0.25 0.17
O -5.617 -2.110 -0.865 -1.44 -0.33 -3.87
C -0.535 0.047 0.990 -4.89 -1.22 -2.01
H 0.864 1.565 0.946 -0.37 1.08 -0.87
C 0.569 0.806 0.222 0.74 -2.13 2.20
O -1.633 0.485 1.400 3.64 0.20 -0.24
H -0.712 -1.070 0.726 1.53 0.88 0.73
H 1.743 -1.013 -0.406 -0.31 0.04 -0.49
C 2.916 0.768 -0.780 2.36 -2.33 1.49
```
Forces are in eV/Å.

As for the SMILES: O=CCCC=O.O. The value obtained for the frontier orbital gap is 10.26 eV. As for the relative energy (zero: lowest compared OMol25 entry of this formula, charge and spin): 76.32 kcal/mol. The total energy is -382.84320 Ha. The value obtained for the largest force on an atom is 5.4 eV Å⁻¹. The HOMO energy is -9.99 eV. The LUMO energy is 0.267 eV. The spin multiplicity is 1.

---

3.
Here is a 2-piece molecular cluster, C2H9N2 overall in a non-equilibrium geometry from the Open Molecules 2025 dataset. Energies are from ωB97M-V/def2-TZVPD.

XYZ file:
```
13
Properties=species:S:1:pos:R:3:forces:R:3
C 0.905 -0.467 0.861 -2.29 2.49 -1.85
N -0.997 0.648 -0.816 -0.80 -0.05 -0.50
H 1.671 -0.892 -1.117 0.67 0.37 0.74
N 0.925 -0.974 -0.441 0.07 -0.27 -0.95
H -0.838 1.571 -1.289 -0.81 -1.19 0.41
H 0.613 -1.903 -0.469 -0.65 -1.49 -0.31
H 1.825 -0.052 1.152 0.79 1.56 0.26
H -1.942 0.215 -1.009 1.47 0.72 -0.25
H -0.447 1.779 0.684 0.39 0.87 1.24
H 0.615 -1.106 1.633 -0.88 -1.26 0.73
C -0.733 0.766 0.606 3.24 -0.89 0.58
H -0.153 0.004 -1.116 -0.55 -0.71 0.01
H -1.444 0.413 1.321 -0.65 -0.15 -0.10
```
Forces are in eV/Å.

The value obtained for the frontier orbital gap is 11.01 eV. As for the relative energy (zero: lowest compared OMol25 entry of this formula, charge and spin): 51.09 kcal/mol. The total energy is -190.79287 Ha. The value obtained for the largest force on an atom is 3.9 eV Å⁻¹. The HOMO energy is -14.43 eV. The LUMO energy is -3.418 eV. Its charge is +1. The spin multiplicity is 1.

---

4.
Here is C33H31BrFIrN7O3 as an isolated structure in a non-equilibrium geometry from the Open Molecules 2025 dataset. Energies are from ωB97M-V/def2-TZVPD.

XYZ file:
```
77
Properties=species:S:1:pos:R:3:forces:R:3
C -1.815 -7.584 2.880 0.07 0.03 -0.37
H -0.212 -6.296 2.257 0.02 0.00 -0.01
H -3.856 -5.873 2.622 -0.02 0.01 0.03
H 2.556 3.229 -1.582 -0.05 -0.01 0.01
C 6.523 5.537 -9.159 0.07 -0.02 -0.04
C -3.400 1.959 1.909 -0.25 -0.25 -0.22
H 4.626 4.786 -9.908 0.01 0.10 -0.02
C -3.181 -5.375 3.326 0.03 -0.05 -0.09
N -2.379 -0.405 3.301 -0.13 0.15 0.07
C 3.825 4.063 -5.911 0.08 0.06 -0.44
H 7.554 5.707 -5.911 0.03 -0.10 -0.01
H -3.670 -4.450 3.612 -0.01 -0.02 -0.01
N -0.274 1.175 1.717 0.10 -1.01 -0.38
H -0.187 2.170 -4.494 -0.01 0.01 0.04
C -2.261 2.107 2.905 -0.01 -0.38 -0.06
C -2.565 1.951 0.876 0.11 -0.35 0.43
C -0.200 -2.356 0.940 -0.04 0.04 0.14
N -1.938 -7.271 4.336 0.09 -0.08 0.03
N 1.118 2.655 -2.963 -0.14 0.10 -0.13
H -1.034 -6.930 4.668 0.00 0.02 0.05
H 0.505 -2.224 0.131 -0.01 -0.03 -0.03
H -1.120 -8.408 2.738 -0.01 -0.03 0.13
H -2.978 -1.919 5.522 -0.02 0.01 0.05
C -0.428 0.893 4.059 -0.11 0.00 0.04
C -1.664 -1.387 2.636 0.12 -0.02 -0.22
C 0.784 2.583 -4.260 -0.10 -0.07 -0.12
C -0.373 0.041 0.925 -0.02 0.65 0.73
H 1.276 2.935 -6.292 -0.04 -0.02 0.02
C 6.950 5.494 -6.782 0.25 0.20 -0.13
N 3.646 4.166 -7.248 -0.25 -0.11 0.33
C -1.909 0.907 3.812 0.02 0.15 -0.18
C -0.539 -3.624 1.294 0.01 0.02 -0.02
H -4.154 -1.496 3.200 -0.02 0.01 -0.02
C -1.316 2.167 1.677 0.68 2.24 -0.45
O -0.171 0.129 -0.303 -0.41 0.11 -0.53
C -3.708 -0.734 3.837 0.09 -0.06 0.11
O -0.803 4.485 2.162 0.50 0.44 -0.80
H 1.420 0.870 2.975 -0.01 0.09 0.09
C -1.984 -2.723 2.945 -0.10 -0.09 0.11
H -3.930 -6.722 4.840 0.08 -0.13 0.03
H -2.147 -8.115 4.869 0.02 -0.02 0.03
H -2.651 -2.877 3.776 0.05 0.02 -0.02
C -0.722 -1.213 1.571 0.24 -0.38 -0.24
H -2.423 1.052 4.759 -0.01 -0.05 0.03
H -3.543 -0.314 5.970 0.03 -0.02 0.05
F 0.053 -4.641 0.622 -0.16 -0.02 0.10
C -0.665 3.625 1.332 -1.66 -2.24 1.95
H -4.713 -1.554 5.561 0.00 0.02 0.03
C 5.225 4.998 -9.032 -0.40 -0.20 0.05
N -1.897 -5.130 2.696 0.10 -0.30 0.22
O -0.091 3.578 0.196 0.85 0.25 -1.84
H -2.279 3.037 3.470 0.10 0.04 -0.02
Br -2.783 1.887 -1.002 -0.37 0.04 -0.30
H -4.474 1.890 2.009 0.02 0.16 -0.04
C -2.995 -6.226 4.584 -0.39 0.38 -0.06
C 2.866 3.545 -4.940 -0.31 -0.15 0.45
H -0.040 0.775 5.061 0.06 -0.01 -0.02
C 7.367 5.773 -8.053 0.07 0.08 0.42
C 2.319 3.162 -2.636 -0.04 0.00 0.15
N 5.030 4.512 -5.525 0.35 0.23 0.17
H 8.350 6.194 -8.213 -0.02 0.01 -0.07
C -1.294 -6.349 2.146 0.00 0.13 -0.08
C 0.343 0.968 2.991 0.01 -0.04 0.16
H -2.792 -7.906 2.527 -0.04 0.03 0.10
H -1.507 -6.481 1.082 0.00 -0.03 0.01
C 5.647 4.936 -6.627 -0.62 -0.27 0.12
C 1.619 3.016 -5.270 0.23 0.11 -0.12
H 6.891 5.776 -10.149 -0.04 -0.02 -0.02
H 2.829 3.910 -7.782 -0.01 -0.01 0.05
Ir -0.216 2.088 -1.407 0.41 0.24 1.65
C -1.489 -3.861 2.310 0.16 0.29 -0.18
C 3.214 3.600 -3.586 0.12 0.07 -0.36
H -4.327 0.159 3.727 -0.02 -0.01 -0.04
C 4.796 4.727 -7.764 0.59 0.10 -0.48
H -2.681 -5.618 5.429 0.11 -0.08 0.02
C -3.729 -1.158 5.308 -0.02 0.02 -0.16
H 4.176 4.000 -3.300 -0.02 0.01 0.10
```
Forces are in eV/Å.

The value obtained for the frontier orbital gap (alpha / beta) is 6.03 / 3.52 eV. The total energy is -4662.28038 Ha. The value obtained for the largest force on an atom is 3.4 eV Å⁻¹. The HOMO energy (alpha / beta) is -14.09 / -14.09 eV. The LUMO energy (alpha / beta) is -8.059 / -10.574 eV. Its charge is +3. The spin multiplicity is 5.